[1]
DFT (ωB97M-V/def2-TZVPD) results for a molecular structure, C28H32BrCsN5O6.

Each line ends with the Löwdin charge.
Geometry (Å):
1 Cs 0.63 1.47 -0.30  1.352
2 N -0.31 -3.34 -1.71  0.037
3 C 0.76 -2.81 -0.86  -0.327
4 C 1.93 -3.79 -0.79  -0.162
5 C 2.99 -3.50 0.26  -0.184
6 C 2.48 -3.56 1.70  -0.177
7 N 1.99 -4.90 2.04  0.049
8 C 0.67 -5.23 2.08  -0.533
9 N 0.43 -6.59 1.92  0.119
10 N -0.27 -4.36 2.24  0.117
11 C 1.19 -1.38 -1.30  -0.776
12 O 0.59 -0.86 -2.26  -0.125
13 O 2.09 -0.84 -0.60  -0.251
14 H 0.05 -4.11 -2.26  0.049
15 H -0.54 -2.60 -2.36  0.052
16 H 0.36 -2.69 0.16  0.117
17 H 2.40 -3.83 -1.78  0.121
18 H 1.50 -4.78 -0.61  0.102
19 H 3.40 -2.50 0.09  0.098
20 H 3.81 -4.22 0.15  0.105
21 H 1.67 -2.85 1.87  0.088
22 H 3.27 -3.29 2.40  0.117
23 H 2.59 -5.64 1.70  0.125
24 H 1.18 -7.20 2.20  0.083
25 H -0.46 -6.90 2.26  0.085
26 H -0.41 -2.83 2.97  0.063
27 H -1.18 -4.81 2.21  0.070
28 C -0.94 4.06 4.06  -0.046
29 C -0.18 4.93 3.11  -0.222
30 C 1.21 4.95 3.15  -0.058
31 C 1.92 5.72 2.24  -0.090
32 C 1.26 6.41 1.26  -0.041
33 C -0.14 6.38 1.18  -0.230
34 N -0.77 7.07 0.14  0.092
35 C -1.75 6.54 -0.73  -0.210
36 C -2.53 7.46 -1.43  -0.044
37 C -3.52 7.04 -2.30  -0.111
38 C -3.78 5.69 -2.46  -0.103
39 C -3.01 4.77 -1.75  -0.025
40 C -1.97 5.17 -0.92  -0.078
41 C -1.08 4.08 -0.34  -0.760
42 O 0.15 4.21 -0.53  -0.189
43 O -1.65 3.13 0.25  -0.175
44 C -0.87 5.69 2.15  -0.167
45 C -2.38 5.74 2.18  -0.023
46 H -0.26 3.44 4.66  0.067
47 H -1.61 3.39 3.52  0.085
48 H -1.56 4.64 4.75  0.081
49 H 1.73 4.35 3.89  0.102
50 H 3.01 5.74 2.28  0.096
51 H 1.81 6.94 0.49  0.109
52 H -0.17 7.75 -0.31  0.129
53 H -2.36 8.52 -1.26  0.104
54 H -4.10 7.78 -2.84  0.091
55 H -4.56 5.35 -3.12  0.091
56 H -3.19 3.71 -1.85  0.117
57 H -2.74 6.63 1.67  0.080
58 H -2.73 5.77 3.21  0.072
59 H -2.81 4.87 1.70  0.085
60 Br 1.85 -0.24 6.72  0.792
61 C 0.14 0.29 6.09  -0.595
62 C -0.49 1.30 6.82  -0.148
63 C -1.75 1.73 6.46  -0.096
64 C -2.40 1.16 5.38  -0.081
65 C -1.78 0.16 4.66  -0.010
66 C -0.50 -0.30 5.00  -0.144
67 C 0.10 -1.40 4.16  -0.514
68 O 1.29 -1.62 4.11  0.047
69 O -0.82 -2.06 3.49  0.072
70 H 0.03 1.73 7.66  0.091
71 H -2.22 2.53 7.03  0.107
72 H -3.38 1.51 5.08  0.109
73 H -2.27 -0.30 3.82  0.121

Results
**Energy**: -4405.778890 Eh
**Charge**: -1
**Multiplicity**: 1
**LUMO level**: 2.26 eV
**Relative energy (zero: lowest compared OMol25 entry of this formula, charge and spin)**: 13.8 kcal per mole
**HOMO-LUMO gap**: 7.285 eV
**Highest occupied orbital energy**: -5.0 eV

[2]
DFT (ωB97M-V/def2-TZVPD) results for C4H6ClF in the gas phase at a distorted geometry.

Each line ends with the Löwdin charge.
Geometry (Å):
1 F 0.70 -0.50 1.96  -0.071
2 C 0.43 0.63 1.17  -0.206
3 C -0.24 0.28 -0.09  -0.955
4 Cl 0.79 -0.74 -0.95  0.778
5 C -1.04 1.08 -1.03  -0.184
6 C -1.62 0.01 -0.26  -0.190
7 H -0.38 1.27 1.82  0.179
8 H 1.32 1.09 1.03  0.075
9 H -0.39 1.05 -2.10  0.159
10 H -1.47 2.10 -0.87  0.115
11 H -1.95 -1.02 -0.70  0.151
12 H -2.14 0.47 0.65  0.148

Results
**Energy**: -715.968732 Eh
**Charge**: 0
**Multiplicity**: 1
**LUMO level**: 0.93 eV
**SMILES**: FCC1(Cl)CC1
**Relative energy (zero: lowest compared OMol25 entry of this formula, charge and spin)**: 51.7 kcal per mole
**HOMO-LUMO gap**: 11.181 eV
**Highest occupied orbital energy**: -10.3 eV

[3]
DFT (ωB97M-V/def2-TZVPD) results for 2 unconnected molecules or ions with the total composition C3H11N at a distorted geometry.

Each line ends with the Löwdin charge.
Geometry (Å):
1 C -1.61 0.82 -3.07  -0.108
2 C -1.30 0.94 -1.55  -0.351
3 N -0.77 -0.27 -0.92  -0.037
4 H -2.69 0.81 -3.34  0.064
5 H -1.25 1.68 -3.67  0.068
6 H -1.22 -0.11 -3.49  0.061
7 H -0.59 1.77 -1.40  0.097
8 H -2.20 1.24 -1.00  0.091
9 H -1.28 -1.06 -1.29  0.057
10 H -1.02 -0.26 0.07  0.058
11 C 2.79 -1.05 3.91  -0.070
12 H 1.83 -1.63 3.82  0.027
13 H 3.00 -0.08 3.45  0.016
14 H 3.47 -1.82 3.48  0.020
15 H 2.86 -0.99 5.00  0.006

Results
**Energy**: -175.615983 Eh
**Charge**: 0
**Multiplicity**: 1
**LUMO level**: 1.06 eV
**SMILES**: CCN.C
**Relative energy (zero: lowest compared OMol25 entry of this formula, charge and spin)**: 17.1 kcal per mole
**HOMO-LUMO gap**: 10.290 eV
**Highest occupied orbital energy**: -9.2 eV

[4]
DFT (ωB97M-V/def2-TZVPD) results for a gas-phase ion, C19H39N4O3 (charge +1) at a distorted geometry.

Each line ends with the Löwdin charge.
Geometry (Å):
1 C 2.74 -1.27 1.53  -0.080
2 O 2.79 -0.12 0.69  -0.179
3 C 2.45 1.05 1.38  -0.186
4 N 1.75 2.00 0.52  0.016
5 C 2.48 3.20 0.14  -0.123
6 C 3.34 3.06 -1.16  -0.127
7 C 2.74 2.17 -2.28  -0.390
8 C 3.30 0.71 -2.27  -0.064
9 C 3.20 2.80 -3.64  -0.073
10 C 0.51 1.65 0.16  -0.264
11 N -0.05 0.52 0.53  0.280
12 C -1.27 0.48 0.00  -0.403
13 O -2.12 -0.46 0.16  0.028
14 C -2.04 -1.47 -0.90  -0.069
15 C -2.30 -2.89 -0.38  -0.300
16 C -2.99 -2.90 1.01  -0.053
17 C -1.01 -3.75 -0.26  -0.388
18 C -0.19 -3.78 -1.58  -0.064
19 C -0.15 -3.42 0.97  -0.069
20 N -1.44 1.60 -0.66  0.049
21 C -2.73 1.85 -1.32  -0.072
22 C -3.73 2.62 -0.42  -0.135
23 C -4.11 1.89 0.86  -0.259
24 O -4.92 0.76 0.55  -0.057
25 N -0.34 2.38 -0.62  0.042
26 C -0.29 3.67 -1.27  0.032
27 H 3.56 -1.23 2.26  0.098
28 H 1.76 -1.38 2.01  0.075
29 H 2.87 -2.13 0.86  0.093
30 H 3.35 1.49 1.82  0.147
31 H 1.79 0.78 2.22  0.132
32 H 3.21 3.38 0.94  0.121
33 H 1.87 4.11 0.13  0.105
34 H 3.66 4.04 -1.53  0.114
35 H 4.26 2.56 -0.83  0.115
36 H 1.65 2.08 -2.27  0.093
37 H 3.42 0.32 -3.29  0.070
38 H 2.54 0.06 -1.81  0.060
39 H 4.27 0.62 -1.78  0.083
40 H 4.20 3.23 -3.48  0.081
41 H 2.53 3.58 -3.99  0.074
42 H 3.32 2.05 -4.43  0.069
43 H -1.12 -1.38 -1.50  0.131
44 H -2.86 -1.23 -1.59  0.131
45 H -2.96 -3.43 -1.07  0.146
46 H -2.99 -3.92 1.39  0.091
47 H -4.03 -2.54 0.95  0.083
48 H -2.45 -2.30 1.74  0.077
49 H -1.37 -4.78 -0.12  0.133
50 H -0.86 -3.59 -2.42  0.080
51 H 0.33 -4.73 -1.70  0.083
52 H 0.54 -2.96 -1.54  0.072
53 H 0.86 -3.83 0.84  0.080
54 H -0.56 -3.94 1.85  0.082
55 H -0.11 -2.35 1.22  0.060
56 H -2.60 2.44 -2.23  0.126
57 H -3.22 0.92 -1.60  0.125
58 H -4.66 2.78 -0.98  0.132
59 H -3.37 3.63 -0.15  0.119
60 H -4.72 2.57 1.46  0.125
61 H -3.25 1.60 1.49  0.120
62 H -4.75 0.09 1.23  0.089
63 H -1.23 3.96 -1.75  0.097
64 H 0.51 3.77 -2.01  0.093
65 H -0.10 4.43 -0.50  0.103

Results
**Energy**: -1191.811003 Eh
**Charge**: +1
**Multiplicity**: 1
**LUMO level**: -2.22 eV
**SMILES**: COCN(CCC(C)C)c1nc(OC[C@H](C)C(C)C)n(CCCO)[n+]1C
**HOMO-LUMO gap**: 10.070 eV
**Highest occupied orbital energy**: -12.3 eV

[5]
DFT (ωB97M-V/def2-TZVPD) results for 2 unconnected molecules or ions with the total composition CH2BrNO4 at a distorted geometry.

Each line ends with the Löwdin spin population.
Geometry (Å):
1 C -0.15 0.20 0.04  0.009
2 N 1.33 -0.51 -0.32  0.519
3 O 1.60 -0.88 -1.45  0.592
4 O 2.11 -0.88 0.72  0.135
5 O -0.74 0.49 -1.02  0.089
6 O -0.46 0.14 1.19  0.155
7 Br -3.41 1.41 -0.09  0.494
8 H -1.94 0.96 -0.70  0.001
9 H 1.66 -0.92 1.62  0.005

Results
**Energy**: -2968.811739 Eh
**Charge**: 0
**Multiplicity**: 3
**LUMO level (alpha / beta)**: 0.51 / -5.78 eV
**Relative energy (zero: lowest compared OMol25 entry of this formula, charge and spin)**: 42.2 kcal per mole
**HOMO-LUMO gap (alpha / beta)**: 9.404 / 4.059 eV
**Highest occupied orbital energy (alpha / beta)**: -8.9 / -9.8 eV

[6]
DFT (ωB97M-V/def2-TZVPD) results for 2 unconnected molecules or ions with the total composition C5H9NO2 at a distorted geometry.

Each line ends with the Löwdin charge.
Geometry (Å):
1 C -2.32 -0.63 -1.16  0.075
2 C -2.70 0.28 -0.14  -0.334
3 N 1.03 -0.29 -0.94  0.137
4 C 0.62 -0.03 1.42  -0.098
5 C 1.13 0.61 0.25  -0.273
6 C 2.52 0.02 -0.27  -0.331
7 O 3.32 0.67 -1.02  0.034
8 O -2.04 0.88 0.82  -0.087
9 H -3.18 -1.25 -1.58  0.076
10 H -1.24 -0.88 -1.27  0.025
11 H -3.74 0.49 0.01  0.078
12 H 1.27 0.00 -1.85  0.068
13 H 1.37 -0.34 2.16  0.097
14 H 0.06 0.66 2.08  0.101
15 H 0.06 -0.98 1.15  0.119
16 H 1.02 1.69 0.07  0.162
17 H 2.82 -0.91 0.28  0.151

Results
**Energy**: -400.853385 Eh
**Charge**: 0
**Multiplicity**: 1
**LUMO level**: -4.06 eV
**Relative energy (zero: lowest compared OMol25 entry of this formula, charge and spin)**: 202.9 kcal per mole
**HOMO-LUMO gap**: 3.488 eV
**Highest occupied orbital energy**: -7.6 eV

Which of these has the highest multiplicity?
CH2BrNO4